A cluster of 3 separate species, C44H80NO14P3 in total in a non-equilibrium geometry, computed with wB97M-V/def2-TZVPD.

```
142
Properties=species:S:1:pos:R:3:mulliken_charge:R:1
C 9.68 -5.31 -1.89 -0.294
H -2.55 7.38 -0.80 0.460
H -1.48 2.49 -1.18 0.296
C -1.99 3.44 -1.37 -1.197
H 2.38 -3.85 3.17 0.364
H -6.05 -0.69 3.01 0.519
H -8.15 -1.61 2.21 0.452
C 4.25 -0.36 2.56 -2.270
P 1.21 5.20 -0.68 0.680
H 2.62 3.40 -1.42 0.644
H 9.41 -4.36 -2.34 0.328
H -9.76 6.30 -3.09 0.330
H -0.29 4.09 -2.46 0.468
C 2.40 1.12 1.68 1.141
H -3.58 6.12 -1.49 0.035
H -1.59 5.29 -2.29 0.343
C -9.15 6.52 -2.21 -0.336
H -3.88 -2.03 2.93 0.231
C -4.66 7.87 -0.81 -0.515
P -6.50 6.33 -1.88 0.900
C 0.08 0.11 1.65 0.296
H 0.30 5.22 1.80 0.070
H 3.03 -2.09 1.05 -1.215
H 6.64 -9.44 -2.32 0.282
H 2.43 3.81 1.58 0.125
C 1.70 6.38 2.91 -1.296
O 8.58 -6.22 -1.89 -0.307
O 6.55 -6.42 -0.46 -0.367
H -4.89 7.44 0.17 0.320
O -0.38 5.07 -0.60 -0.130
H -4.36 -4.56 3.23 0.283
H 1.83 -0.80 -0.72 -0.207
O 2.07 -1.32 4.17 -0.607
H 3.17 -6.44 -0.32 0.408
C 2.82 0.06 2.39 1.162
H -4.52 -1.25 1.46 0.169
H -7.10 -3.17 4.11 0.370
H 0.89 -2.77 -0.36 -0.072
H 4.17 -2.60 -1.48 0.174
C -1.01 4.53 -1.77 -0.455
H -3.26 7.57 -2.42 0.283
C -6.07 7.24 -5.13 -1.074
H -1.41 0.92 0.36 0.539
H 2.24 -1.32 -2.35 0.602
H 3.81 4.08 0.53 0.689
C -7.20 -2.00 1.84 -1.630
O -7.04 5.87 -0.58 -0.816
P 7.03 -5.72 -1.84 1.002
C -1.82 -1.12 0.94 -0.464
O -5.69 5.86 -3.16 -0.182
C -3.16 -3.64 0.83 -1.499
H 3.48 1.54 -0.07 0.042
H 4.49 -2.98 0.69 -0.746
H -2.59 3.73 -0.50 0.272
H 9.44 -4.81 0.20 0.267
H -6.42 7.21 -6.17 0.398
H 11.03 -4.40 -0.47 0.394
H -7.27 -3.04 1.53 0.305
O 0.40 2.45 1.71 -0.629
H 5.20 -6.52 1.05 0.360
C 2.31 -1.59 -1.30 -0.157
O -5.81 7.77 -1.65 -0.265
H 2.41 -4.91 1.02 -0.238
H -0.59 -4.10 3.32 0.434
H 5.05 -0.09 0.59 0.516
H -6.98 -1.41 0.94 0.350
C -6.16 5.86 -4.52 -0.176
H 10.45 -5.76 -2.52 0.329
C 0.21 -3.37 3.22 -1.475
H -5.28 -3.37 0.57 0.421
C 0.51 -1.00 2.38 0.543
C -9.70 7.74 -1.50 -1.105
C 10.22 -5.13 -0.49 -1.112
H 8.13 -8.69 -1.77 0.281
H 1.23 2.82 -0.54 0.166
C 4.87 -0.93 1.26 -1.162
H -10.68 7.53 -1.08 0.394
C 0.80 6.18 1.68 0.154
H -9.03 8.05 -0.69 0.275
H -3.13 -4.72 0.66 0.537
O 1.60 5.78 -1.98 -0.913
H -5.04 7.60 -5.12 0.287
C 3.37 1.99 0.93 -0.816
O 6.50 -6.81 -2.87 -0.319
H -4.47 8.93 -0.67 0.323
C 1.45 -4.00 2.63 0.032
H 4.24 -7.69 -0.97 0.304
C -6.28 -2.45 4.19 -1.501
C -4.58 -3.38 1.41 1.165
H 0.43 -3.02 4.22 0.494
H -5.49 5.19 -5.06 0.355
C -4.92 -4.59 2.29 -1.658
H 6.67 -8.13 -4.39 0.345
C 4.13 -6.62 -0.80 -0.951
H 0.58 -5.03 0.98 0.366
H -6.59 -1.70 4.92 0.350
H 4.37 -1.03 3.41 0.372
C -1.44 -2.22 1.68 0.679
H 0.06 6.97 1.61 0.415
C 2.01 3.58 -0.53 -0.520
H 4.11 -6.13 -1.78 0.204
O 1.66 6.16 0.51 -0.357
C -6.05 -1.77 2.82 0.471
H 5.18 -5.00 0.16 0.012
H -5.39 -2.95 4.56 0.336
O -2.12 -3.39 1.77 -0.443
N 1.56 -2.85 -1.12 -0.355
H 1.02 -3.03 -1.95 0.250
H 4.37 1.95 1.37 0.446
H -5.99 -4.61 2.51 0.307
C -3.44 7.20 -1.41 -0.722
C 3.79 -1.74 -0.94 -0.937
H -9.18 5.64 -1.57 0.361
C 7.58 -8.98 -2.66 -1.056
H 1.35 7.21 3.53 0.347
H 2.72 6.57 2.59 0.301
H 8.19 -7.38 -3.98 0.260
O -7.83 6.76 -2.70 -0.355
C 1.46 -4.69 1.49 -0.408
C -4.68 -2.06 2.18 -0.802
H -4.69 -5.53 1.79 0.494
C -0.24 -2.17 2.41 0.338
H 5.84 -1.35 1.50 0.448
H 1.71 5.47 3.50 0.290
H -3.00 -3.19 -0.15 0.494
C 1.82 -0.82 3.10 -0.257
H -2.72 -1.14 0.33 0.491
H -6.67 7.96 -4.58 0.278
H 4.30 -0.83 -1.26 0.474
H -9.78 8.57 -2.19 0.277
C 2.94 3.45 0.69 -1.007
C -1.09 0.06 0.93 -0.930
C 0.91 1.35 1.67 0.051
C 7.28 -7.80 -3.55 -0.155
H 10.61 -6.08 -0.10 0.284
H -7.15 5.43 -4.60 0.257
O 7.16 -4.27 -1.60 -0.766
C 4.01 -2.01 0.57 2.569
H 8.16 -9.73 -3.20 0.390
H -2.69 3.25 -2.18 0.468
H 4.84 0.53 2.82 0.496
C 5.26 -6.08 0.05 -0.052
```

Structure (SMILES)   C=CCc1c(OC[C@@H](C)CC(C)C)ccc2c1C(=O)C(CCCCCN)=C(CCCP(=O)(OCC)OCC)C2=O.CCOP(=O)(OCC)OCC.CCOP(=O)(OCC)OCC
HOMO-LUMO gap   8.23 eV
Net charge   0
Lowest unoccupied orbital energy   -0.7 eV
Energy   -3856.91668 hartree

A cluster of 5 separate species, C3H15NO3 in total in a non-equilibrium geometry, computed with wB97M-V/def2-TZVPD.

```
22
Properties=species:S:1:pos:R:3:nbo_charge:R:1
H -3.65 2.68 0.28 0.198
H -3.17 1.31 1.30 0.213
H 3.51 -1.74 -0.10 0.235
H 0.19 0.14 -1.62 0.447
H -1.97 2.51 0.81 0.197
H -2.59 -1.74 0.06 0.449
O -0.51 -0.24 1.71 -0.893
H -1.29 -0.19 -1.38 0.509
H -1.32 -0.37 1.10 0.506
O -0.68 0.26 -2.01 -0.986
H 3.56 -0.59 -1.42 0.280
H 0.25 -0.44 1.16 0.439
H 1.56 0.42 1.62 0.296
C 2.34 0.31 0.84 -0.526
H 2.47 -2.00 -1.48 0.244
C -2.86 1.96 0.49 -0.847
H 2.49 1.35 0.50 0.311
H -2.57 1.40 -0.39 0.237
H 3.30 -0.01 1.25 0.204
C 2.88 -1.22 -0.84 -0.515
O -2.17 -0.88 -0.04 -0.979
N 1.86 -0.45 -0.23 -0.021
```

Energy above the lowest of the compared OMol25 structures with the same formula, charge and spin   747.87 kJ/mol
HOMO-LUMO gap   3.63 eV
Net charge   0
Lowest unoccupied orbital energy   -4.9 eV
Energy   -403.50240 hartree

A cluster of 2 separate species, C3H10N2 in total in a non-equilibrium geometry, computed with wB97M-V/def2-TZVPD.

```
15
Properties=species:S:1:pos:R:3:nbo_charge:R:1
N 0.68 1.34 2.30 -0.832
H -2.44 -2.10 -2.53 0.212
H 0.36 0.93 3.17 0.348
H -2.49 -1.05 -1.13 0.193
N -0.67 -1.14 -2.28 -0.383
H -2.58 -0.29 -2.80 0.203
H 1.89 -0.41 2.27 0.174
C -2.18 -1.10 -2.21 -0.462
C 2.00 0.66 2.07 -0.426
H 2.62 1.17 2.83 0.197
C -0.05 -0.19 -1.73 -0.074
H -0.66 0.61 -1.32 0.130
H -0.01 1.10 1.60 0.345
H 1.00 -0.30 -1.39 0.181
H 2.54 0.79 1.13 0.197
```

Energy above the lowest of the compared OMol25 structures with the same formula, charge and spin   188.82 kJ/mol
Structure (SMILES)   C=NC.CN
HOMO-LUMO gap   10.38 eV
Net charge   0
Lowest unoccupied orbital energy   0.9 eV
Energy   -229.73733 hartree

The molecule C5H9N3 in a non-equilibrium geometry, computed with wB97M-V/def2-TZVPD.

```
17
Properties=species:S:1:pos:R:3:nbo_charge:R:1
H 0.81 -1.06 -2.41 0.184
H -0.83 -2.02 -1.65 0.148
H 2.43 0.69 -2.82 0.228
C -0.93 -1.57 -0.75 0.303
C -0.02 0.40 0.46 0.258
H -1.07 0.88 3.11 0.208
H -1.86 -3.00 0.12 0.351
H 1.57 1.58 -1.32 0.203
H -0.93 2.46 2.48 0.203
C 0.87 -0.33 -1.68 0.012
C 1.75 0.71 -1.94 -0.483
C -0.62 1.37 2.30 -0.433
N -1.54 -2.05 0.24 -0.675
H 1.09 0.25 1.07 0.162
N -1.05 0.83 1.02 -0.356
H 0.53 1.26 2.48 0.165
N -0.21 -0.41 -0.71 -0.477
```

Energy above the lowest of the compared OMol25 structures with the same formula, charge and spin   324.70 kJ/mol
Structure (SMILES)   [H]/N=C/N(C=C)/C=N/C
HOMO-LUMO gap   9.55 eV
Net charge   0
Lowest unoccupied orbital energy   1.0 eV
Energy   -360.07360 hartree

- net charge of number 2 (C3H15NO3)?
  0

- The highest HOMO-LUMO gap belongs to which entry?
  C3H10N2

- Look up the lowest unoccupied orbital energy of the second one.
  -4.9 eV

What did the third record say?
A cluster of 2 separate species, C3H10N2 in total in a non-equilibrium geometry, computed with wB97M-V/def2-TZVPD.

```
15
Properties=species:S:1:pos:R:3:nbo_charge:R:1
N 0.68 1.34 2.30 -0.832
H -2.44 -2.10 -2.53 0.212
H 0.36 0.93 3.17 0.348
H -2.49 -1.05 -1.13 0.193
N -0.67 -1.14 -2.28 -0.383
H -2.58 -0.29 -2.80 0.203
H 1.89 -0.41 2.27 0.174
C -2.18 -1.10 -2.21 -0.462
C 2.00 0.66 2.07 -0.426
H 2.62 1.17 2.83 0.197
C -0.05 -0.19 -1.73 -0.074
H -0.66 0.61 -1.32 0.130
H -0.01 1.10 1.60 0.345
H 1.00 -0.30 -1.39 0.181
H 2.54 0.79 1.13 0.197
```

Energy above the lowest of the compared OMol25 structures with the same formula, charge and spin   188.82 kJ/mol
Structure (SMILES)   C=NC.CN
HOMO-LUMO gap   10.38 eV
Net charge   0
Lowest unoccupied orbital energy   0.9 eV
Energy   -229.73733 hartree